No. 1
35
Properties=species:S:1:pos:R:3:nbo_charge:R:1 method="wB97M-V/def2-TZVPD" energy_ev=-21372.910 e_above_lowest_ev=2.7566 smiles="C/C=C/c1ccc[nH]1.O.O.O.O.O.O" homo_energy_ev=-7.53 homo_lumo_gap_ev=8.1
C -0.0818 2.8084 1.5789 -0.66
C 0.5826 1.7564 0.7933 -0.19
C -0.1972 0.7054 0.5359 -0.24
C 0.2480 -0.5048 -0.0502 0.06
C -0.5220 -1.6608 -0.2110 -0.28
C 0.3432 -2.7678 -0.6103 -0.29
C 1.6805 -2.2307 -0.5183 -0.09
N 1.5615 -0.8645 -0.0908 -0.57
H 0.6687 3.5361 2.0107 0.21
H -0.5083 2.4497 2.5297 0.21
H -0.8148 3.4167 0.9604 0.22
H 1.6758 1.6789 0.6628 0.22
H -1.2715 0.8164 0.6577 0.21
H -1.5862 -1.8010 -0.0692 0.22
H 0.0811 -3.7730 -0.8151 0.22
H 2.4821 -2.8771 -0.8628 0.23
H 2.3335 -0.1557 -0.3782 0.47
O 0.9142 1.8729 -2.7863 -0.96
H 0.0231 1.4895 -2.6170 0.51
H 0.9195 1.9311 -3.6290 0.45
O 3.1293 1.2938 -1.4261 -0.98
H 3.5743 2.1388 -1.2987 0.47
H 2.4156 1.4789 -2.0149 0.50
O 0.9778 -2.4569 2.5297 -0.97
H 1.1376 -1.9663 1.7146 0.49
H 1.0993 -1.9528 3.3073 0.47
O -1.4547 0.6806 -2.4669 -0.97
H -1.7947 0.0153 -3.0098 0.48
H -1.6423 0.3780 -1.5333 0.52
O -3.0855 -0.6166 -0.2779 -0.99
H -2.9043 -0.8444 0.6727 0.50
H -3.7183 0.0678 -0.2348 0.47
O -2.4139 -1.1726 2.2960 -0.93
H -2.1526 -2.1027 2.0332 0.50
H -1.6996 -0.7668 2.6180 0.48

No. 2
39
Properties=species:S:1:pos:R:3:nbo_charge:R:1 method="wB97M-V/def2-TZVPD" energy_ev=-34387.107 homo_energy_ev=-11.98 homo_lumo_gap_ev=8.0 total_charge=+1
O -2.1050 -4.1309 4.2486 -0.93
S -2.4725 -4.0519 2.8940 2.38
O -2.7498 -5.2861 2.2872 -0.90
O -3.7730 -3.1355 2.7759 -0.87
C -1.0934 -3.2719 2.0432 -0.67
C -1.4521 -2.4210 0.8133 -0.42
C -2.1444 -1.1121 1.2092 -0.23
N -1.7346 0.0632 0.3330 -0.78
B -1.7870 1.3847 1.1700 1.27
O -2.9740 1.8657 1.5126 -0.86
O -0.6185 1.9597 1.4705 -0.88
H -3.6075 -2.2644 3.1758 0.49
H -0.4875 -4.0939 1.6960 0.29
H -0.5628 -2.6532 2.7546 0.24
H -0.4994 -2.1528 0.3664 0.22
H -2.0311 -2.9819 0.0928 0.26
H -3.2177 -1.2039 1.1415 0.24
H -1.8540 -0.8746 2.2276 0.20
H -0.8012 -0.0534 -0.0638 0.45
H -2.4446 0.1808 -0.3909 0.45
H -3.5530 1.2019 1.9232 0.52
H -0.0774 1.4022 2.0542 0.52
C 3.7275 2.9090 -1.8599 -0.62
C 2.5404 2.3574 -1.0797 -0.08
C 2.1645 0.9157 -1.4564 -0.05
O 1.4529 0.7756 -2.6661 -0.56
C 2.2556 0.7491 -3.8407 -0.25
N 1.4082 3.2750 -1.2311 -0.81
H 3.4589 3.1806 -2.8800 0.21
H 4.1048 3.8090 -1.3778 0.23
H 4.5438 2.1857 -1.9006 0.21
H 2.8241 2.3422 -0.0222 0.19
H 1.4828 0.5369 -0.6785 0.12
H 3.0451 0.2610 -1.4505 0.18
H 3.2111 0.2504 -3.6630 0.18
H 2.4250 1.7571 -4.2213 0.18
H 1.7082 0.1927 -4.5996 0.20
H 0.6449 2.9688 -0.6335 0.34
H 1.0427 3.1629 -2.1737 0.36

No. 3
41
Properties=species:S:1:pos:R:3:nbo_charge:R:1 method="wB97M-V/def2-TZVPD" energy_ev=-32467.981 e_above_lowest_ev=0.0000 homo_energy_ev="-6.59 / -6.59" homo_lumo_gap_ev="6.5 / 6.5"
O 3.9755 1.4221 -4.1807 -0.95
H 4.3065 1.7912 -3.3421 0.47
Cd 0.6283 -0.0202 0.1732 1.59
N -1.5572 -0.2071 -0.6523 -0.35
N 0.5238 -0.9180 -2.0226 -0.09
O -2.6561 -0.0608 0.1782 -0.65
O 1.5876 -1.1345 -2.6664 -0.53
C -1.8190 -0.7338 -1.8527 0.27
C -0.6804 -1.1228 -2.6291 -0.07
C -3.2046 -1.0303 -2.3250 -0.69
C -0.7476 -1.6942 -4.0026 -0.66
H -3.9437 -0.4029 -1.8122 0.23
H -3.4504 -2.0852 -2.1262 0.24
H -3.2947 -0.8695 -3.4051 0.23
H 0.0998 -2.3703 -4.1744 0.24
H -0.7055 -0.8929 -4.7600 0.21
H -1.6847 -2.2441 -4.1460 0.20
H -3.0127 0.8624 -0.0093 0.49
H 3.0322 1.2574 -4.0081 0.48
O 0.4017 -2.4264 0.9064 -0.98
H 0.2962 -3.0798 0.1973 0.50
H 1.3169 -2.5415 1.2512 0.50
C 1.1434 1.9001 -0.0876 -1.37
H 2.2392 2.0123 -0.1214 0.21
H 0.7684 2.2474 -1.0631 0.21
H 0.7461 2.5435 0.7059 0.18
O -3.8318 2.2554 -0.1271 -0.93
H -3.5686 3.0072 -0.6860 0.49
H -3.9511 2.6436 0.7592 0.49
C 2.6362 0.3538 5.2099 -0.29
O 2.9781 -0.1716 3.8996 -0.47
C 2.0177 -0.2018 2.9858 0.89
O 2.2297 -0.6036 1.8151 -0.70
N 0.7979 0.1977 3.4073 -0.50
N -0.2856 0.1414 2.4825 -0.67
H 2.3083 1.4033 5.1668 0.19
H 3.5734 0.3011 5.7601 0.23
H 1.8878 -0.2667 5.7245 0.19
H 0.6313 0.5429 4.3466 0.40
H -0.8084 -0.7329 2.6022 0.39
H -0.9242 0.9284 2.6280 0.38

No. 4
41
Properties=species:S:1:pos:R:3:nbo_charge:R:1 method="wB97M-V/def2-TZVPD" energy_ev=-32465.784 e_above_lowest_ev=2.1965 homo_energy_ev="-5.44 / -2.93" homo_lumo_gap_ev="5.6 / 3.2"
O -1.1238 -1.3789 -3.1341 -0.74
H -1.9994 -1.7907 -3.1629 0.49
Cd -0.6589 0.0223 -0.1290 1.43
N 1.4910 0.9917 0.0298 -0.42
N -0.1621 1.2378 -1.9151 -0.46
O 2.3376 1.0341 1.1859 -0.63
O -0.9804 1.2571 -3.0430 -0.62
C 1.7949 1.9359 -0.8624 0.12
C 0.8707 2.0738 -1.9597 0.11
C 2.9418 2.8854 -0.6978 -0.66
C 0.9875 3.1125 -3.0268 -0.66
H 3.8375 2.4256 -0.2601 0.24
H 2.6426 3.7323 -0.0541 0.22
H 3.2257 3.3061 -1.6736 0.22
H -0.0083 3.3113 -3.4301 0.24
H 1.6209 2.7889 -3.8669 0.22
H 1.4038 4.0467 -2.6281 0.22
H 2.5553 0.0770 1.4004 0.49
H -1.1381 0.2741 -3.2041 0.50
O -1.4914 1.8485 1.3486 -0.99
H -0.8965 2.6240 1.3162 0.50
H -2.3424 2.1565 0.9923 0.49
C -0.3888 -2.0328 -2.0397 -0.33
H -1.0575 -2.3568 -1.2221 0.20
H 0.4151 -1.3516 -1.7114 0.19
H 0.1038 -2.9428 -2.4212 0.19
O 3.8061 -1.5758 1.4576 -0.99
H 3.9108 -1.3268 0.5027 0.47
H 3.4725 -2.4933 1.3916 0.44
C -3.5591 -2.9652 3.2481 -0.30
O -3.3237 -2.6640 1.8490 -0.47
C -2.3387 -1.8462 1.5500 0.85
O -2.2967 -1.3145 0.3981 -0.79
N -1.4112 -1.6110 2.4945 -0.56
N -0.2516 -0.8334 2.1192 -0.85
H -2.7380 -3.5444 3.6885 0.19
H -4.4624 -3.5683 3.2228 0.22
H -3.7380 -2.0506 3.8290 0.20
H -1.4974 -2.0197 3.4324 0.39
H -0.1416 -0.0589 2.7874 0.38
H 0.5886 -1.4157 2.1982 0.29

No. 5
33
Properties=species:S:1:pos:R:3:nbo_charge:R:1 method="wB97M-V/def2-TZVPD" energy_ev=-55853.545 s2=3.75 spin_multiplicity=4 homo_energy_ev="-12.26 / -12.20" homo_lumo_gap_ev="7.8 / 7.8" total_charge=+1
Er 0.3236 0.3172 -0.2513 1.38
H 0.7432 -1.4948 1.8859 0.03
H 0.6694 -0.8562 2.3250 0.00
P 0.9693 -2.1481 -1.3694 0.77
P -1.0756 2.0650 1.2751 0.78
C -0.2967 3.6883 1.5232 -0.94
H -1.0655 4.3750 1.8957 0.25
H 0.5401 3.5939 2.2316 0.24
H 0.1218 4.0396 0.5666 0.25
C -2.4537 2.4988 0.1355 -0.92
H -3.0896 1.6104 0.0066 0.26
H -3.0060 3.3324 0.5856 0.25
H -2.0474 2.7650 -0.8547 0.26
C -1.9528 1.7910 2.8448 -0.92
H -1.2140 1.5916 3.6416 0.25
H -2.5438 2.6864 3.0588 0.25
H -2.5903 0.8986 2.7349 0.26
C 0.0413 -2.1544 -2.9626 -0.92
H 0.3488 -3.0131 -3.5755 0.25
H -1.0314 -2.2042 -2.7334 0.26
H 0.2339 -1.2097 -3.4896 0.26
C 2.6921 -2.2386 -1.9846 -0.93
H 3.3794 -2.3579 -1.1358 0.24
H 2.8090 -3.0825 -2.6753 0.25
H 2.9398 -1.3005 -2.5035 0.25
C 0.6983 -3.8667 -0.7933 -0.92
H -0.3565 -3.9721 -0.5004 0.26
H 0.9359 -4.5813 -1.5899 0.25
H 1.3356 -4.0605 0.0846 0.24
H -1.2623 -0.6592 -0.0246 -0.53
H 0.3681 1.2786 -1.8201 -0.54
O 2.8067 1.5253 2.1145 -0.37
C 2.0291 1.1428 1.3539 0.51

No. 6
47
Properties=species:S:1:pos:R:3:nbo_charge:R:1 method="wB97M-V/def2-TZVPD" energy_ev=-171754.045 e_above_lowest_ev=0.0000 s2=1.24 spin_multiplicity=2 homo_energy_ev="-2.24 / -2.33" homo_lumo_gap_ev="7.1 / 7.2" total_charge=-2
Co -0.0688 0.1503 0.1510 1.19
O -0.8392 -3.6417 -0.0879 -1.04
P -1.7188 -2.5133 0.6886 2.56
O -2.5825 -3.1482 1.6915 -1.15
O -0.7551 -1.4472 1.1761 -1.24
O -2.6074 -1.9071 -0.5250 -1.11
P -2.0376 -1.0848 -1.8167 2.55
O -0.7647 -2.0080 -2.2655 -1.05
O -3.0742 -1.1060 -2.8579 -1.14
O -1.4939 0.2419 -1.3386 -1.18
H -0.6806 -3.2824 -0.9717 0.51
H 0.0478 -1.5719 -1.9399 0.52
C 1.0005 1.8500 4.4000 -1.10
Si 0.5679 2.7873 2.7639 1.30
C 0.0829 4.5613 3.4147 -1.09
C 2.2582 3.1193 1.9092 -1.11
As -0.9966 2.0253 1.2037 -0.65
Si -2.4945 0.9345 2.6319 1.36
C -2.0137 -0.4461 3.8817 -1.12
C -3.2507 2.2996 3.8065 -1.10
C -4.0021 0.3159 1.6244 -1.12
H 1.7833 2.3311 4.9824 0.21
H 1.3390 0.8501 4.1494 0.24
H 0.1231 1.7581 5.0346 0.22
H 0.8829 5.0479 3.9651 0.20
H -0.7868 4.5056 4.0607 0.22
H -0.1802 5.1932 2.5710 0.22
H 3.0257 3.5318 2.5600 0.21
H 2.1212 3.8009 1.0731 0.22
H 2.6157 2.1785 1.5075 0.26
H -1.0760 -0.2211 4.3806 0.22
H -1.8792 -1.3638 3.3227 0.28
H -2.7656 -0.6233 4.6467 0.21
H -2.5470 2.5683 4.5884 0.21
H -4.1689 1.9679 4.2827 0.21
H -3.4668 3.2017 3.2402 0.22
H -3.6451 -0.0421 0.6636 0.26
H -4.7420 1.0905 1.4390 0.21
H -4.4898 -0.5243 2.1106 0.23
C 2.1464 -2.5315 0.7770 -0.88
S 2.3319 -0.9357 -0.0474 2.39
O 1.9313 0.1039 0.9124 -1.01
O 3.7422 -0.8500 -0.3958 -1.00
O 1.4590 -0.9272 -1.2314 -1.05
H 2.7604 -2.4833 1.6670 0.22
H 2.4970 -3.3000 0.1014 0.22
H 1.1023 -2.6713 1.0275 0.28

No. 7
49
Properties=species:S:1:pos:R:3:nbo_charge:R:1 method="wB97M-V/def2-TZVPD" energy_ev=-44825.596 s2=2.00 spin_multiplicity=3 homo_energy_ev="-7.61 / -7.52" homo_lumo_gap_ev="7.6 / 7.5"
Pd -0.7360 -0.0995 0.0668 1.45
C -0.0877 0.7618 3.2513 -0.64
C -0.3127 2.0035 2.4099 0.10
C 0.7936 3.0351 2.5291 -0.63
O -0.7583 1.7970 1.1144 -0.89
H 0.6604 0.1329 2.7389 0.20
H -0.9266 0.0660 3.3222 0.23
H 0.2539 0.9911 4.2614 0.20
H -1.1658 2.4982 2.9306 0.13
H 1.7928 2.6860 2.2127 0.17
H 0.9842 3.2633 3.5849 0.21
H 0.5924 3.9657 1.9993 0.20
B -3.3795 -1.5567 0.9400 1.35
F -3.5011 -2.4685 -0.1197 -0.57
F -2.9130 -0.3074 0.3464 -0.57
F -4.6111 -1.3538 1.5412 -0.55
F -2.4291 -1.9930 1.8652 -0.57
C 2.4047 0.7571 -0.9594 0.80
O 1.3599 0.2935 -0.5471 -0.69
N 3.2756 0.0169 -1.7076 -0.84
N 2.8101 2.0289 -0.6944 -0.84
H 4.0404 0.4887 -2.1541 0.39
H 3.0983 -0.9596 -1.8337 0.41
H 3.6927 2.3303 -1.0670 0.38
H 2.2317 2.6772 -0.1905 0.43
C 0.5686 -2.7506 1.7741 0.81
O 0.3080 -1.6840 1.2558 -0.70
N -0.3744 -3.7034 2.0109 -0.84
N 1.8327 -3.0979 2.1747 -0.85
H -1.3484 -3.4861 1.8611 0.45
H -0.1430 -4.5636 2.4717 0.38
H 2.5590 -2.4093 2.1498 0.41
H 1.9926 -4.0166 2.5413 0.39
C -0.6686 2.1158 -2.0382 0.81
O -1.4469 1.2300 -1.7129 -0.70
N -0.3509 3.1307 -1.1871 -0.88
N -0.0367 2.1700 -3.2525 -0.84
H -0.6220 3.0092 -0.2089 0.46
H -0.1354 4.0556 -1.5132 0.38
H -0.0514 1.3793 -3.8689 0.40
H 0.7189 2.8222 -3.3594 0.39
C -1.1361 -1.9186 -2.5999 0.81
O -0.7530 -1.6750 -1.4642 -0.70
N -2.3470 -1.4958 -3.0548 -0.82
N -0.3193 -2.4731 -3.5467 -0.84
H -2.5408 -1.5031 -4.0388 0.38
H -2.8570 -0.8686 -2.4529 0.44
H -0.5926 -2.4903 -4.5104 0.39
H 0.5738 -2.8316 -3.2712 0.41

No. 8
52
Properties=species:S:1:pos:R:3:nbo_charge:R:1 method="wB97M-V/def2-TZVPD" energy_ev=-99083.754 e_above_lowest_ev=0.5917 homo_energy_ev=-5.04 homo_lumo_gap_ev=6.8 total_charge=-1
O -3.5720 -0.8050 4.9872 -0.37
N -3.2746 -1.2235 3.8977 0.33
O -1.9440 -1.4156 3.8588 -0.36
C -1.4427 -1.5628 2.4907 -0.54
Ga -0.8009 0.2005 1.5965 0.54
H -2.1679 -2.0507 1.7986 0.18
H -0.5540 -2.2386 2.5574 0.19
H 0.3001 -0.2059 0.5138 -0.30
H -0.2890 1.2060 2.7314 -0.31
H -2.0269 0.9110 0.7972 -0.33
C -5.2173 -2.0789 0.4984 -0.49
N -4.2588 -2.4036 -0.5878 0.54
O -3.1309 -2.0037 -0.4624 -0.32
O -4.6833 -3.0525 -1.5296 -0.44
H -4.6975 -1.5027 1.2600 0.26
H -6.0258 -1.5001 0.0583 0.23
H -5.5816 -3.0194 0.9049 0.23
C 0.2775 0.5338 -3.2272 -0.48
N 0.3908 1.4242 -2.0469 0.54
O -0.3360 2.3959 -2.0040 -0.38
O 1.2029 1.1118 -1.2082 -0.36
H -0.4839 0.9316 -3.8911 0.22
H 1.2481 0.5147 -3.7175 0.22
H -0.0007 -0.4538 -2.8651 0.25
C 0.7716 -2.2650 6.0193 -0.49
N 1.9055 -2.4491 5.0778 0.53
O 1.8825 -1.8062 4.0578 -0.33
O 2.7743 -3.2364 5.4045 -0.41
H 0.0809 -1.5403 5.5955 0.26
H 0.2896 -3.2317 6.1433 0.23
H 1.1828 -1.9061 6.9599 0.22
C -3.4326 -4.5718 -3.7324 -0.48
N -2.4696 -4.8947 -4.8179 0.53
O -1.3330 -4.4934 -4.6985 -0.37
O -2.8922 -5.5418 -5.7547 -0.40
H -2.9215 -3.9957 -2.9697 0.25
H -4.2417 -3.9954 -4.1728 0.23
H -3.7951 -5.5134 -3.3273 0.23
C 3.3493 2.9195 -0.2565 -0.49
N 4.7651 2.7376 0.1573 0.54
O 5.3872 1.8263 -0.3452 -0.38
O 5.2073 3.5208 0.9751 -0.41
H 3.0968 2.1587 -0.9827 0.25
H 2.7307 2.8229 0.6329 0.25
H 3.2626 3.9115 -0.6907 0.23
C 4.9938 6.9645 -2.2833 -0.49
N 3.8600 6.0109 -2.1905 0.53
O 3.8906 5.0320 -2.9055 -0.37
O 2.9821 6.2803 -1.4021 -0.37
H 5.6981 6.5964 -3.0229 0.23
H 4.5871 7.9281 -2.5809 0.23
H 5.4564 7.0186 -1.3007 0.24